C35H33ClN4S2Si2Tl | ωB97M-V with the def2-TZVPD basis set

- E_tot (Ha) = -3580.37231
- LUMO level (eV) = -4.3
- charge = +1
- largest force on an atom (eV/Å) = 2.20
- frontier orbital gap (eV) = 5.11
- energy above the lowest of the compared OMol25 structures with the same formula, charge and spin (kcal/mol) = 0.0

Each line ends with the Löwdin charge.
Cartesian coordinates (Å):
C (-1.4084, -0.5650, 1.9351)  -0.198
C (-2.3191, 0.0218, 1.0068)  -0.207
C (-2.4430, -0.8623, -0.1089)  -0.222
H (-2.8577, 0.9639, 1.1449)  0.081
C (-1.6152, -1.9952, 0.1341)  -0.201
C (-0.9618, -1.8044, 1.3891)  -0.189
H (-0.2684, -2.5026, 1.8701)  0.088
H (-1.1451, -0.1635, 2.9213)  0.092
H (-3.0647, -0.7028, -0.9949)  0.084
H (-1.5099, -2.8631, -0.5253)  0.084
Tl (0.4804, 0.3857, -0.5977)  1.051
Si (3.2420, 0.3983, -8.5493)  0.708
C (2.2970, 1.8866, -9.0961)  -0.358
C (2.7565, 2.6788, -10.1586)  -0.097
H (3.6793, 2.4084, -10.6730)  0.098
C (2.0280, 3.8044, -10.5510)  -0.078
H (2.3807, 4.4134, -11.3838)  0.107
C (0.8539, 4.1484, -9.8747)  -0.081
H (0.2953, 5.0357, -10.1715)  0.105
C (0.3921, 3.3610, -8.8145)  -0.087
H (-0.5329, 3.6130, -8.2966)  0.085
C (1.1233, 2.2385, -8.4152)  -0.118
H (0.7825, 1.6336, -7.5719)  0.089
C (2.3553, -1.1317, -9.0836)  -0.337
C (1.1753, -1.0915, -9.8411)  -0.092
H (0.7691, -0.1347, -10.1758)  0.100
C (0.5100, -2.2779, -10.1695)  -0.083
H (-0.4271, -2.2365, -10.7238)  0.104
C (1.0490, -3.5100, -9.7873)  -0.088
H (0.5328, -4.4339, -10.0453)  0.103
C (2.2538, -3.5587, -9.0785)  -0.090
H (2.6824, -4.5181, -8.7892)  0.102
C (2.9101, -2.3761, -8.7373)  -0.118
H (3.8600, -2.4080, -8.2005)  0.098
H (3.3708, 0.4833, -7.0808)  -0.043
Si (0.3253, 0.2272, -3.2413)  0.200
C (-0.4168, -1.3999, -3.6946)  -0.334
C (-1.5842, -1.4530, -4.4777)  -0.069
H (-2.1287, -0.5374, -4.7158)  0.108
C (-2.0868, -2.6859, -4.9196)  -0.054
H (-2.9779, -2.7177, -5.5536)  0.115
C (-1.4695, -3.8785, -4.5200)  -0.054
H (-1.8577, -4.8393, -4.8724)  0.116
C (-0.3869, -3.8410, -3.6304)  -0.062
H (0.0489, -4.7752, -3.2605)  0.115
C (0.1056, -2.6077, -3.1880)  -0.112
H (0.8809, -2.5998, -2.4185)  0.075
C (-0.8300, 1.6278, -3.6166)  -0.354
C (-2.0079, 1.9196, -2.8811)  -0.101
H (-2.2289, 1.4081, -1.9380)  0.074
C (-2.9263, 2.8697, -3.3534)  -0.063
H (-3.8488, 3.0751, -2.7968)  0.116
C (-2.6604, 3.5695, -4.5364)  -0.056
H (-3.3810, 4.3019, -4.9167)  0.117
C (-1.4514, 3.3674, -5.2167)  -0.052
H (-1.2145, 3.9509, -6.1111)  0.099
C (-0.5252, 2.4321, -4.7279)  -0.099
H (0.4437, 2.3323, -5.2212)  0.073
H (4.5497, 0.3847, -9.2442)  -0.012
Cl (2.1777, 0.3794, -4.1408)  0.388
N (-0.7753, 3.4103, 1.1142)  0.121
C (0.2342, 2.8551, 1.8061)  -0.674
N (0.9239, 1.8005, 1.4415)  -0.020
C (1.9185, 1.4468, 2.3568)  -0.310
C (1.9794, 2.3180, 3.4266)  -0.325
S (0.7724, 3.5526, 3.3206)  1.090
C (2.6641, 0.2198, 2.0956)  -0.309
C (3.5893, -0.4379, 2.8885)  -0.319
S (4.0443, -1.9669, 2.2057)  1.090
C (3.0268, -1.6116, 0.8315)  -0.678
N (2.3794, -0.4750, 0.9199)  -0.012
N (2.9456, -2.4810, -0.1982)  0.118
H (-1.1793, 4.2551, 1.5003)  0.111
H (-1.2379, 2.9315, 0.3425)  0.093
H (2.6998, 2.2166, 4.2299)  0.085
H (3.9460, -0.0379, 3.8235)  0.081
H (3.6090, -3.2431, -0.1848)  0.108
H (2.5040, -2.2071, -1.0727)  0.083

Cartesian forces (eV/Å) of the 2 atoms listed first:
C 0.3424 -0.2289 -0.3186
C 0.6691 0.2475 -0.3099